# 1
125
Properties=species:S:1:pos:R:3:forces:R:3 method="wB97M-V/def2-TZVPD" charge=0 orbital_gap_ha=0.356 smiles="CCOC(=O)OC.CCOC(=O)OC.CCOC(=O)OC.CCOC(=O)OC.CCOC(=O)OC.CC(C)=O.CC(C)=O.CC(C)=O.CC(C)=O.CC(C)=O" e_above_lowest_kj_mol=0.0 lumo_energy_ev=0.441
C -6.37868 -1.88468 -1.73999 -0.9940 -2.1091 -0.2794
C -5.21883 -0.98303 -2.02875 0.3736 1.6047 -0.9298
O -5.34600 0.31336 -1.28261 0.2425 -1.0680 -0.8608
C -5.01489 0.28954 0.00033 -0.4564 0.3050 0.7199
O -4.68268 -0.66368 0.66464 0.1171 -0.0059 -0.6175
O -5.18917 1.52940 0.50551 0.5066 -0.6624 -1.4532
C -4.55069 1.73943 1.75042 -0.6173 -1.2749 0.8100
H -6.68531 -2.57019 -2.57145 0.6438 0.8315 0.0589
H -7.31297 -1.36742 -1.51650 0.2778 0.2750 0.2242
H -6.17522 -2.65138 -0.95875 0.0063 1.0231 -0.0533
H -5.10319 -0.64951 -3.12333 -0.5678 -0.3921 1.6816
H -4.27049 -1.43220 -1.76458 0.0980 -0.1598 0.2453
H -5.02827 2.63154 2.07843 0.0471 0.7266 0.7099
H -3.46971 1.81132 1.69022 0.0892 0.1351 -0.2850
H -4.80703 0.87269 2.39339 0.2242 0.7108 -0.0128
C -4.09548 -2.48652 -5.87087 -1.6696 0.6595 -1.2415
C -2.69743 -2.28042 -5.40220 -0.1420 -0.6591 -0.5530
O -1.84485 -2.74961 -6.52674 -2.8200 1.6592 1.0022
C -0.76987 -3.37023 -6.21398 2.0282 -0.3285 -0.7620
O -0.27081 -3.58935 -5.14428 -0.2385 -0.1126 0.7740
O -0.19751 -3.67371 -7.38145 0.0151 -0.7436 -0.6143
C 1.02130 -4.37788 -7.29575 1.1158 0.5462 -0.4015
H -4.34443 -1.77154 -6.71242 0.5905 -1.2736 0.2943
H -4.97534 -2.27321 -5.23737 0.9889 -0.0717 0.7184
H -4.16592 -3.54474 -6.11331 -0.3719 0.0952 -0.6242
H -2.49320 -2.92322 -4.56021 0.3132 0.2492 0.4653
H -2.53464 -1.23397 -5.23874 0.7125 0.4208 0.2960
H 0.95480 -5.41785 -7.04713 -0.6695 -0.7210 -0.1340
H 1.59140 -3.95881 -6.49413 0.6276 0.4184 0.3963
H 1.56885 -4.24751 -8.24351 -0.4677 -0.0536 0.3685
C -1.21013 -0.65966 -1.96629 -0.2203 -0.6050 -0.0453
C -1.22381 0.77901 -1.57220 -0.9094 -0.3771 0.0321
O -1.47567 0.87388 -0.16433 -0.6082 0.0625 0.2388
C -0.47551 1.23063 0.60847 -1.4439 -0.0026 1.3882
O 0.65579 1.34241 0.28664 2.2913 0.3744 -0.8963
O -0.93078 1.45523 1.85161 0.5064 -0.0576 -0.2139
C 0.08301 1.97971 2.74687 0.2394 1.3537 -0.1882
H -0.44489 -1.23057 -1.42441 -0.1039 0.1903 -0.3223
H -1.06867 -0.73812 -3.06030 -0.1035 -0.2048 0.5185
H -2.16767 -1.06111 -1.64804 -0.1266 -0.4327 -0.3547
H -2.12141 1.26444 -1.99289 0.8050 0.1680 -0.2329
H -0.27146 1.19379 -1.81863 0.3460 0.9765 -0.1300
H -0.35959 1.88550 3.73358 0.1509 -0.0554 0.0686
H 0.25089 3.08443 2.52285 -0.2372 -1.3560 0.2257
H 1.06253 1.47622 2.67029 -0.6808 -0.0658 -0.0072
C 3.57638 8.34634 3.20036 -0.1974 0.3792 -0.2309
C 3.50572 6.85650 3.53348 -0.3549 -0.7334 -1.6180
O 4.15958 6.05763 2.41167 -0.7550 0.2712 0.5289
C 3.90157 4.71694 2.47498 1.1971 1.7393 0.5595
O 3.13471 4.26958 3.26825 -1.0809 -1.2575 0.3921
O 4.72919 4.07353 1.67168 -0.1253 -0.5563 -1.4286
C 4.60230 2.60726 1.54136 -0.1668 0.4419 -0.3552
H 4.59771 8.61426 2.86800 -0.5501 0.0994 0.3934
H 3.23303 8.96707 4.07181 0.6741 -0.6865 -0.5706
H 2.85812 8.64869 2.38516 0.7770 -0.6871 0.6150
H 2.45951 6.56409 3.61200 0.0202 -0.1963 -0.2071
H 3.96783 6.47929 4.43209 0.4482 0.4880 0.3606
H 5.03388 2.25528 2.46671 -0.4003 -0.6339 0.1791
H 5.18310 2.20463 0.68505 0.0179 0.9948 0.5024
H 3.57034 2.28093 1.30156 0.3753 0.3763 0.7800
C -0.06761 -6.36093 -3.33827 -1.6278 -0.1636 -0.1226
C -0.87713 -5.25050 -2.69433 0.0888 -0.2836 0.3878
O -1.70588 -5.85223 -1.65462 0.1922 -0.3490 -0.2113
C -2.66672 -5.08587 -1.19780 -0.3575 -0.3669 0.0327
O -2.96330 -4.01528 -1.65464 -0.2706 0.8126 -0.3112
O -3.30576 -5.68521 -0.17875 0.2046 0.3222 -0.4171
C -4.51873 -5.01323 0.18792 -0.7290 -1.9208 0.0444
H -0.66282 -7.16497 -3.81618 -0.0668 0.6436 0.2435
H 0.51964 -6.84799 -2.59889 0.8058 -0.2792 0.5653
H 0.51065 -5.89755 -4.09695 0.8670 0.2756 -0.6410
H -1.43926 -4.61247 -3.37685 -0.2484 -0.5893 0.0730
H -0.22981 -4.56910 -2.15817 0.4126 0.2066 0.0140
H -4.49805 -3.99669 -0.05457 0.3441 1.5919 0.0600
H -4.66999 -5.22671 1.24171 -0.0241 0.2054 0.0125
H -5.35874 -5.43656 -0.39114 0.3262 -0.0917 0.2474
C 2.24041 -0.79961 -1.56726 2.0913 -1.1361 2.0338
C 3.22173 0.36525 -1.59166 0.2367 -0.6926 1.9291
C 2.74307 1.51365 -2.38839 -1.3614 0.7216 -0.3350
O 4.24097 0.38723 -0.90174 -1.0304 0.0725 -1.1862
H 2.81495 -1.74612 -1.29410 -0.7737 1.1020 -0.5381
H 1.83021 -0.84469 -2.52904 -0.9665 -0.5587 -1.2431
H 1.47443 -0.69420 -0.77497 0.4211 0.3128 -0.5178
H 1.93011 1.20163 -3.08549 0.8978 0.2469 0.1565
H 3.54554 2.04505 -2.88154 0.0645 0.1880 -0.1063
H 2.19703 2.18847 -1.68974 0.5839 -0.2449 -0.2090
C -2.10683 -2.49239 1.13586 0.2184 0.8531 1.2514
C -0.75060 -2.36970 1.79614 -2.6829 0.7660 1.1530
C -0.89003 -1.98623 3.27496 -0.6204 0.2578 -0.0371
O 0.26180 -2.55525 1.20347 1.8696 -0.1629 -0.5870
H -1.99963 -2.67648 0.11328 0.0332 -0.2263 -1.5785
H -2.70186 -1.58991 1.33595 0.2561 -0.1747 -0.2802
H -2.66706 -3.28643 1.59338 -0.2439 -0.5924 0.3333
H -1.94304 -1.58583 3.48592 1.7152 -0.2560 -0.3138
H -0.06910 -1.33830 3.63031 -0.4662 -0.2367 -0.1599
H -0.84188 -2.93383 3.80852 0.1643 -0.1261 0.2605
C 0.76465 5.16128 -0.27931 0.4880 -0.2568 -1.4012
C 1.60033 5.53013 -1.56511 -1.2295 0.0441 -1.8501
C 3.13747 5.41549 -1.53810 -1.1507 0.4358 1.0377
O 1.05271 5.87541 -2.62527 0.8925 -0.7019 2.4735
H -0.29857 5.38627 -0.36387 0.1551 0.1470 -0.4347
H 1.13916 5.68012 0.57914 0.4660 0.2652 0.5750
H 0.84977 4.07783 -0.09582 0.2099 0.2623 -0.0398
H 3.46373 4.81682 -0.69985 0.1934 -0.0797 0.3354
H 3.50214 6.43753 -1.40282 0.1479 -0.0969 0.0236
H 3.55679 5.00974 -2.43634 -0.1248 -0.1047 -0.6526
C 3.31280 -3.00907 3.17521 -0.1539 0.0324 -0.5251
C 3.45364 -1.54091 2.98629 -1.5783 1.9314 0.5266
C 4.49725 -0.92322 2.02624 -1.1210 0.5851 1.2070
O 2.64916 -0.83935 3.62745 1.6678 -0.5034 -1.2540
H 2.66642 -3.13179 4.02299 -0.5606 -0.2553 0.1550
H 4.22969 -3.49758 3.41183 0.9300 -0.3937 -0.1424
H 2.87944 -3.43141 2.25899 0.0518 -0.0799 0.2480
H 4.16405 -0.83332 0.98863 -0.3110 -0.1978 0.1757
H 5.34335 -1.59296 2.02357 0.6682 0.2547 0.0580
H 4.66514 0.13550 2.38601 0.2568 -1.4159 -0.3398
C 2.06301 0.88649 6.89661 0.6678 -0.0140 0.0577
C 1.05742 2.00201 6.73783 -0.3290 -0.3883 -1.0188
C 1.50775 3.32011 6.05966 -1.1253 -1.3669 -0.0094
O -0.09559 1.75763 7.01860 -0.0103 0.6753 0.0737
H 1.77910 0.18313 7.67063 -0.2909 0.1525 0.2682
H 3.06646 1.24504 7.10813 0.1708 0.1342 -0.0215
H 2.13186 0.27870 5.99119 -0.1017 0.2972 -0.2948
H 2.09298 3.11224 5.15087 -0.5395 0.1521 0.0833
H 2.17676 3.77697 6.71800 1.3513 0.8200 1.1871
H 0.66508 4.01969 5.96398 0.1983 -0.4924 -0.4284


# 2
24
Properties=species:S:1:pos:R:3:forces:R:3 method="wB97M-V/def2-TZVPD" charge=+2 orbital_gap_ha="0.404 / 0.276" spin_multiplicity=2 e_above_lowest_kj_mol=15.2 lumo_energy_ev="-8.005 / -11.641"
C -1.25654 1.94494 -0.42250 -0.0430 -0.0767 0.2903
C -1.79561 0.55556 -0.71430 0.1188 -0.6931 0.0783
C -0.86225 -0.42963 -1.48575 0.3242 1.0743 -0.0959
C 2.21509 -2.59272 -0.45370 -0.2715 -1.3422 -0.0373
C 1.38670 -1.65009 -1.17881 0.1092 -0.0945 0.0420
C 0.13076 -1.19537 -0.72973 -0.6977 -0.0243 0.1717
N -0.25159 2.03924 0.70661 0.2799 0.0730 -0.0883
H -0.75455 2.36296 -1.29055 0.0201 0.1006 -0.0813
H -2.06915 2.60637 -0.14564 -0.1603 0.0552 -0.0302
H -2.23241 0.08865 0.16707 0.1451 -0.0402 0.2439
H -2.64679 0.69973 -1.36486 -0.2316 0.2007 -0.2402
H -1.49440 -1.23440 -1.89626 -0.2548 -0.1199 -0.0450
H -0.47130 0.09888 -2.36256 0.2313 -0.3221 -0.0058
H 2.74189 -3.27082 -1.15157 0.0262 0.4856 0.1211
H 3.00198 -2.05943 0.08987 0.3147 0.2228 0.0090
H 1.70004 -3.24260 0.27261 -0.0754 0.5663 -0.1167
H 1.77911 -1.29246 -2.12758 -0.1567 0.1815 -0.0315
H -0.25252 -1.53351 0.23581 0.4383 -0.1405 0.0468
H -0.49385 1.72924 1.66546 -0.2749 -0.3061 -0.3127
H 0.05390 3.01092 0.80735 0.0750 0.0209 -0.0744
H 0.57455 1.49181 0.47526 0.2373 0.1051 0.1067
H -0.26918 0.93883 3.89298 0.2919 -0.1747 0.0512
H 0.90384 0.02438 3.42360 -0.5056 0.6643 -0.0407
O 0.31063 0.75045 3.13956 0.0593 -0.4158 0.0390


# 3
88
Properties=species:S:1:pos:R:3:forces:R:3 method="wB97M-V/def2-TZVPD" charge=+2 orbital_gap_ha="0.233 / 0.250" spin_multiplicity=2 lumo_energy_ev="-6.585 / -6.148"
Co 0.84097 -0.49236 0.39983 0.0861 0.0860 -0.1068
C 1.03605 -2.97881 2.24851 0.0168 -0.0126 -0.0009
P -0.10137 -1.57389 2.02385 -0.0273 -0.0257 0.0096
C -1.80394 -2.12940 1.82626 0.0114 0.0031 -0.0081
C -2.17750 -3.46590 1.74614 0.0056 0.0085 0.0020
C -3.52313 -3.79609 1.62888 -0.0010 0.0054 -0.0196
C -4.48943 -2.80152 1.57867 0.0010 -0.0004 0.0015
C -4.11909 -1.46356 1.64401 -0.0179 0.0079 -0.0078
C -2.77987 -1.12723 1.77030 -0.0008 0.0091 -0.0264
C -0.07599 -0.55034 3.49841 -0.0166 -0.0031 0.0095
C -0.78239 -0.94715 4.63405 -0.0189 0.0021 0.0028
C -0.74348 -0.16356 5.77473 0.0057 0.0077 0.0026
C -0.01133 1.01774 5.78246 -0.0046 0.0007 0.0073
C 0.68706 1.41975 4.65291 -0.0030 -0.0176 -0.0042
C 0.65667 0.63358 3.51150 0.0348 0.0261 -0.0090
C 2.37609 -2.36654 1.96950 -0.0036 -0.0044 -0.0092
C 3.64793 -2.67223 2.37863 0.0059 0.0162 -0.0074
C 4.50728 -1.70312 1.79564 -0.0063 -0.0136 0.0234
C 3.71023 -0.84968 1.07500 -0.0418 0.0214 0.0188
C 4.05900 0.36312 0.28009 -0.0078 0.0090 0.0084
P 3.12246 0.45188 -1.25834 0.0512 -0.1191 -0.0322
C 3.46882 -0.85768 -2.39717 0.0117 -0.0118 0.0158
C 4.07914 -2.03680 -1.95962 0.0013 -0.0093 0.0004
C 4.33804 -3.04033 -2.87861 -0.0040 0.0025 -0.0072
C 3.98318 -2.87477 -4.21068 0.0028 -0.0027 0.0010
C 3.36681 -1.70512 -4.64130 -0.0012 -0.0017 0.0006
C 3.10771 -0.69022 -3.73878 -0.0027 0.0064 -0.0026
C 3.21137 2.06032 -2.00178 -0.0172 0.0085 -0.0057
C 2.25714 3.02469 -1.67630 -0.0078 -0.0026 0.0071
C 2.38057 4.30543 -2.18754 -0.0002 -0.0016 -0.0013
C 3.45183 4.61807 -3.01476 0.0020 -0.0014 -0.0005
C 4.40279 3.65768 -3.33651 -0.0012 0.0021 -0.0006
C 4.28869 2.37278 -2.83309 0.0044 -0.0097 -0.0009
N 2.39783 -1.24950 1.15973 0.0549 -0.0487 -0.0012
H 0.78105 -3.76781 1.53543 0.0071 -0.0004 -0.0029
H 0.95497 -3.38686 3.25709 -0.0057 0.0070 0.0002
H -1.43789 -4.25431 1.79539 0.0017 0.0020 0.0015
H -3.81550 -4.83655 1.58377 -0.0011 0.0010 -0.0010
H -5.53444 -3.06848 1.49655 0.0005 -0.0012 0.0001
H -4.87393 -0.68828 1.62328 0.0028 0.0016 -0.0005
H -2.49794 -0.08776 1.92567 -0.0049 0.0106 0.0157
H -1.36585 -1.86085 4.62752 0.0019 0.0043 0.0001
H -1.28552 -0.47133 6.65841 -0.0003 -0.0013 0.0000
H 0.01395 1.62765 6.67544 -0.0007 0.0007 0.0006
H 1.25732 2.33861 4.66515 0.0002 -0.0005 -0.0027
H 1.22286 0.93783 2.63537 -0.0030 -0.0120 0.0122
H 3.93927 -3.48882 3.01856 -0.0014 0.0009 0.0027
H 5.57846 -1.64013 1.90582 -0.0011 0.0023 0.0017
H 5.11401 0.37226 -0.00960 -0.0023 0.0045 -0.0103
H 3.86284 1.30853 0.79950 0.0058 0.0046 -0.0030
H 4.34405 -2.17230 -0.91851 0.0041 -0.0002 -0.0029
H 4.81907 -3.95242 -2.55342 0.0008 0.0006 0.0012
H 4.19134 -3.66247 -4.92246 -0.0002 -0.0001 -0.0004
H 3.09843 -1.58263 -5.68147 -0.0002 0.0009 -0.0003
H 2.64499 0.22924 -4.07637 0.0006 0.0003 -0.0001
H 1.42114 2.77882 -1.02918 0.0011 0.0036 -0.0016
H 1.64395 5.05896 -1.94508 -0.0005 -0.0016 0.0014
H 3.54554 5.61885 -3.41434 -0.0001 -0.0001 0.0000
H 5.23257 3.90971 -3.98220 0.0001 -0.0004 0.0000
H 5.02620 1.62192 -3.09044 0.0009 0.0007 0.0003
C -4.47594 0.21097 -3.06659 0.0069 0.0032 0.0015
C -4.45259 -0.66848 -1.82213 -0.0109 -0.0033 0.0117
C -3.35985 -1.73245 -1.84166 0.0063 -0.0112 -0.0088
C -1.91901 -1.20860 -1.89798 0.0002 0.0021 -0.0099
Ge -1.24993 0.02378 -0.53644 0.0074 -0.0321 -0.0009
C -2.18373 1.73881 -0.49430 -0.0367 -0.0209 0.0317
C -2.43843 2.37835 0.87410 0.0465 -0.0181 -0.0168
C -2.87446 3.84014 0.77030 0.0005 0.0027 0.0126
C -4.20283 4.02519 0.04674 -0.0018 0.0008 -0.0039
H -5.28861 0.93553 -3.02241 -0.0020 -0.0027 -0.0001
H -4.62038 -0.39267 -3.96410 0.0007 -0.0018 0.0015
H -3.54705 0.77171 -3.19796 0.0008 0.0099 0.0061
H -5.41515 -1.17556 -1.72516 0.0003 0.0017 -0.0086
H -4.35635 -0.04994 -0.92315 -0.0001 -0.0115 0.0069
H -3.50870 -2.37258 -2.71599 -0.0032 -0.0049 0.0067
H -3.46191 -2.38083 -0.97005 -0.0016 -0.0019 0.0184
H -1.75507 -0.64042 -2.82602 -0.0012 0.0017 0.0038
H -1.22094 -2.04785 -1.93001 0.0029 0.0050 -0.0022
H 1.71269 0.39028 -0.96347 -0.1335 0.1292 0.0955
H -3.09331 1.67716 -1.08759 0.0050 0.0174 0.0006
H -1.48592 2.38189 -1.05520 0.0034 -0.0196 -0.0371
H -1.53802 2.31040 1.49602 -0.0038 -0.0172 0.0105
H -3.22314 1.82003 1.39425 -0.0066 0.0082 0.0073
H -2.09071 4.41393 0.26540 0.0018 -0.0019 0.0002
H -2.95021 4.24817 1.78020 -0.0029 0.0005 0.0002
H -4.14605 3.72721 -1.00150 0.0024 -0.0008 0.0002
H -4.51451 5.06832 0.06811 0.0010 0.0004 0.0003
H -4.99101 3.43685 0.52205 0.0005 0.0006 0.0012


# 4
15
Properties=species:S:1:pos:R:3:forces:R:3 method="wB97M-V/def2-TZVPD" charge=+1 orbital_gap_ha=0.323 e_above_lowest_kj_mol=746.9 lumo_energy_ev=-6.239
C 0.72786 0.91598 1.94007 -0.5153 -0.2407 0.0008
C 1.49888 -0.04222 1.68361 -0.6151 0.0936 -1.2040
C -1.77731 -0.12188 0.58261 2.3001 0.9870 -2.2757
C -0.76419 0.36019 -0.16757 1.6983 -0.7969 1.2632
C 0.48794 0.81194 0.53920 -1.9264 4.5464 -3.0417
C -0.58428 0.28892 -1.68040 -1.7490 2.7511 -0.3537
N 1.82980 -0.91672 0.76585 0.3928 -2.4245 0.3160
H -2.55812 -0.61144 0.15408 -2.3547 -1.0768 -1.3765
H -1.81322 -0.05322 1.59502 0.2689 0.3209 2.9039
H 1.05121 1.35951 -0.33929 0.1691 -1.1638 2.3927
H 0.01883 1.13784 -2.15630 -0.4936 -1.1693 1.0800
H -0.24329 -0.63342 -2.05073 0.6337 -1.2740 -0.2806
H -1.58763 0.46751 -2.12291 0.5055 -0.3522 0.1363
H 2.63053 -1.47440 0.91144 1.5999 -0.4366 -0.1841
H 1.08299 -1.48862 0.34533 0.0858 0.2359 0.6234


Number 1: energy -78379.1441 eV. Number 2: energy -10000.4311 eV. Number 3: energy -154332.7536 eV. Number 4: energy -7827.9474 eV.